No. 1
C30H66FN3O13S | ωB97M-V/def2-TZVPD

CARTESIAN COORDINATES (ANGSTROEM)
C  -4.503  3.457  -0.346
C  -3.009  3.177  -0.141
O  -2.780  1.852  -0.571
C  -1.566  1.233  -0.125
N  -1.722  0.658  1.170
O  -0.608  2.270  -0.080
C  0.483  2.075  0.798
C  0.261  2.748  2.153
C  1.341  2.269  3.114
O  2.222  3.351  3.487
C  3.357  2.829  4.074
C  3.198  2.382  5.504
O  4.419  2.705  3.448
C  1.725  2.683  0.110
O  2.809  1.763  0.170
O  3.616  1.859  -1.008
C  -1.269  0.121  -1.186
C  -2.593  -0.690  -1.323
C  -3.521  -0.356  -2.492
C  -4.937  -0.886  -2.266
C  -5.010  -2.393  -1.984
O  -5.228  -2.698  -0.612
O  -0.344  -0.768  -0.554
C  1.021  -0.676  -0.913
C  1.849  -1.404  0.151
C  2.892  -2.383  -0.413
C  2.609  -3.830  -0.010
C  2.687  -4.019  1.507
S  1.114  -4.269  2.313
O  0.076  -4.409  1.343
O  0.938  -3.241  3.308
O  1.320  -5.634  3.089
C  -0.860  0.675  -2.533
F  0.231  1.556  -2.450
C  -0.540  -0.310  -3.669
C  -0.664  -1.825  -3.464
H  -4.693  4.500  -0.565
H  -4.884  2.802  -1.122
H  -5.043  3.190  0.559
H  -2.795  3.299  0.919
H  -2.439  3.898  -0.718
H  -1.917  -0.327  1.183
H  -2.341  1.188  1.758
H  0.734  1.034  0.959
H  -0.707  2.454  2.537
H  0.322  3.825  2.046
H  0.878  1.852  4.009
H  1.942  1.483  2.660
H  2.436  2.987  5.987
H  2.902  1.339  5.539
H  4.141  2.480  6.023
H  1.466  2.905  -0.920
H  2.016  3.627  0.577
H  3.925  2.775  -1.026
H  -3.175  -0.619  -0.414
H  -2.287  -1.728  -1.407
H  -3.159  -0.687  -3.459
H  -3.622  0.724  -2.558
H  -5.547  -0.629  -3.128
H  -5.375  -0.339  -1.431
H  -5.853  -2.805  -2.527
H  -4.082  -2.865  -2.304
H  -4.961  -1.953  -0.079
H  1.242  -1.112  -1.887
H  1.380  0.345  -0.951
H  2.290  -0.687  0.835
H  1.134  -1.973  0.741
H  3.856  -2.142  0.034
H  3.013  -2.296  -1.488
H  3.394  -4.444  -0.445
H  1.659  -4.163  -0.415
H  3.110  -3.148  1.993
H  3.333  -4.853  1.759
H  0.973  -5.486  3.978
H  -1.669  1.325  -2.849
H  -1.160  -0.037  -4.518
H  0.474  -0.103  -3.995
H  -1.637  -2.216  -3.745
H  0.044  -2.321  -4.123
H  -0.455  -2.180  -2.462
C  -1.613  3.256  -6.400
C  -0.895  2.130  -7.139
C  -0.838  2.314  -8.661
O  -2.050  2.052  -9.341
C  -2.998  3.102  -9.319
N  -1.505  0.852  -6.758
H  -2.696  3.170  -6.474
H  -1.361  3.224  -5.339
H  -1.316  4.234  -6.782
H  0.141  2.122  -6.787
H  -0.124  1.589  -9.061
H  -0.463  3.312  -8.924
H  -2.514  4.082  -9.360
H  -3.641  3.044  -8.437
H  -3.630  2.989  -10.200
H  -0.955  0.091  -7.147
H  -2.400  0.781  -7.235
C  3.803  -3.806  7.873
C  2.981  -3.206  6.736
C  3.107  -1.682  6.607
O  2.398  -0.930  7.574
C  3.038  -0.812  8.831
N  1.587  -3.637  6.874
H  3.326  -3.665  8.842
H  3.911  -4.881  7.726
H  4.804  -3.372  7.912
H  3.364  -3.626  5.801
H  2.672  -1.397  5.645
H  4.162  -1.373  6.582
H  4.125  -0.745  8.724
H  2.782  -1.644  9.491
H  2.677  0.105  9.297
H  1.064  -3.344  6.053
H  1.173  -3.109  7.637

Computed properties:
Total charge: 0
Calculated total energy, eV: -76815.0152
Structure (SMILES): CCO[C@](N)(O[C@H](CCOC(C)=O)COO)[C@](CCCCO)(OCCCCCS(=O)(=O)O)[C@@H](F)CC.COC[C@@H](C)N.COC[C@@H](C)N
E_LUMO, eV: 0.5
Strongest force on any atom, eV Å⁻¹: 3.41

=====

No. 2
C28H25NO4PS3SbTc | ωB97M-V/def2-TZVPD

CARTESIAN COORDINATES (ANGSTROEM)
Tc  1.352  -0.093  1.077
O  0.867  -2.452  4.404
C  0.885  -2.073  3.125
O  0.596  -0.889  2.830
C  1.259  -3.100  2.210
C  1.916  -4.278  2.513
C  2.593  -4.979  1.508
C  2.951  -4.251  0.372
C  2.300  -3.063  0.063
N  1.015  -2.941  0.769
C  2.805  -1.953  -0.673
O  3.767  -2.118  -1.585
O  2.407  -0.779  -0.516
H  0.676  -1.681  4.960
H  1.994  -4.594  3.541
H  3.080  -5.912  1.731
H  3.819  -4.574  -0.189
H  3.974  -3.049  -1.733
S  3.970  4.241  0.584
Sb  3.266  3.389  2.700
S  1.937  4.584  1.132
S  3.077  1.042  2.222
C  -2.319  3.001  -1.592
C  -0.836  3.112  -1.808
C  -0.373  4.149  -2.614
C  0.972  4.303  -2.904
C  1.898  3.409  -2.394
C  1.464  2.387  -1.570
C  0.114  2.236  -1.268
P  -0.303  0.813  -0.237
C  -1.646  1.275  0.897
C  -1.272  2.345  1.716
C  -2.098  2.795  2.728
C  -3.311  2.160  2.939
C  -3.683  1.098  2.135
C  -2.874  0.631  1.103
C  -3.386  -0.521  0.284
C  -0.684  -0.491  -1.444
C  -1.171  -0.322  -2.733
C  -1.261  -1.419  -3.574
C  -0.863  -2.673  -3.129
C  -0.377  -2.844  -1.840
C  -0.284  -1.747  -0.993
C  0.165  -1.745  0.437
H  -2.842  3.480  -2.417
H  -2.627  3.492  -0.669
H  -2.668  1.971  -1.535
H  -1.092  4.839  -3.033
H  1.292  5.118  -3.536
H  2.949  3.519  -2.609
H  2.201  1.720  -1.141
H  -0.320  2.836  1.543
H  -1.796  3.631  3.341
H  -3.974  2.498  3.721
H  -4.640  0.622  2.296
H  -4.466  -0.596  0.390
H  -2.965  -1.469  0.624
H  -3.163  -0.425  -0.773
H  -1.450  0.659  -3.090
H  -1.625  -1.294  -4.583
H  -0.921  -3.522  -3.795
H  -0.068  -3.831  -1.523
H  0.506  -3.799  0.508
H  -0.707  -1.877  1.092

Computed properties:
Total charge: +1
Calculated total energy, eV: -89647.0841
E_LUMO (spin up / spin down), eV: -3.6 / -3.6
Strongest force on any atom, eV Å⁻¹: 0.60

=====

No. 3
C19H21ClN2O4S | ωB97M-V/def2-TZVPD

CARTESIAN COORDINATES (ANGSTROEM)
O  -1.852  -3.675  1.593
C  -1.592  -2.765  0.833
N  -2.511  -1.892  0.370
H  -2.246  -1.186  -0.300
C  -3.882  -1.877  0.820
H  -3.958  -2.614  1.622
H  -4.546  -2.172  0.000
C  -4.272  -0.479  1.322
C  -4.232  0.507  0.188
C  -3.094  1.264  -0.066
C  -3.043  2.120  -1.153
C  -4.133  2.233  -1.999
C  -5.274  1.487  -1.752
C  -5.320  0.628  -0.669
H  -6.211  0.047  -0.481
H  -6.129  1.576  -2.406
H  -4.094  2.902  -2.845
H  -2.152  2.699  -1.342
H  -2.245  1.194  0.600
H  -5.278  -0.530  1.739
H  -3.583  -0.180  2.113
C  -0.204  -2.519  0.321
C  0.311  -1.231  0.212
C  1.608  -1.042  -0.217
C  2.393  -2.127  -0.579
C  1.894  -3.420  -0.456
C  0.607  -3.607  0.010
H  0.207  -4.602  0.134
H  2.518  -4.257  -0.723
Cl  3.966  -1.835  -1.177
S  2.332  0.606  -0.336
O  2.411  0.963  -1.720
O  3.527  0.628  0.456
N  1.122  1.532  0.379
C  0.809  2.782  -0.292
H  0.833  2.590  -1.364
C  1.818  3.865  0.089
O  1.859  4.038  1.488
C  2.244  2.845  2.138
H  2.237  3.065  3.207
C  1.276  1.702  1.815
H  1.650  0.765  2.226
H  0.287  1.920  2.233
H  3.254  2.550  1.825
H  1.534  4.832  -0.330
H  2.810  3.574  -0.288
H  -0.197  3.084  0.019
H  -0.271  -0.365  0.481

Computed properties:
Total charge: 0
Calculated total energy, eV: -54571.5765
Structure (SMILES): O=C(NCCc1ccccc1)c1ccc(Cl)c(S(=O)(=O)N2CCOCC2)c1
ΔE to the lowest compared entry with this formula, charge and spin, kJ/mol: 104.5
E_LUMO, eV: 0.3
Strongest force on any atom, eV Å⁻¹: 1.09

=====

No. 4
C6H8AuF5OS | ωB97M-V/def2-TZVPD

CARTESIAN COORDINATES (ANGSTROEM)
Au  -0.101  0.182  1.338
F  -2.308  2.027  1.977
C  -1.974  0.965  1.166
F  -2.276  1.413  -0.111
C  -3.010  -0.132  1.445
F  -4.288  0.216  1.289
F  -2.883  -0.619  2.691
F  -2.805  -1.184  0.618
O  1.722  -0.871  1.413
S  1.915  -1.826  0.259
C  3.035  -3.126  0.946
C  2.224  -4.403  1.132
C  1.073  -4.353  0.133
C  0.475  -2.974  0.300
H  3.448  -2.731  1.872
H  3.836  -3.252  0.218
H  1.814  -4.440  2.139
H  2.842  -5.288  0.986
H  0.331  -5.127  0.330
H  1.446  -4.489  -0.884
H  0.018  -2.847  1.282
H  -0.245  -2.699  -0.467

Computed properties:
Total charge: 0
Calculated total energy, eV: -36513.7019
E_LUMO, eV: 0.2
Strongest force on any atom, eV Å⁻¹: 1.23

=====

No. 5
C24H68N6O7 | ωB97M-V/def2-TZVPD

CARTESIAN COORDINATES (ANGSTROEM)
C  -2.347  -0.375  3.665
C  -2.677  -1.399  2.595
C  -3.447  -0.791  1.441
O  -4.635  -0.225  1.929
C  -5.260  0.614  0.979
N  -1.462  -2.095  2.134
H  -3.306  -0.044  4.072
H  -1.824  0.513  3.303
H  -1.777  -0.752  4.516
H  -3.324  -2.170  3.040
H  -3.661  -1.619  0.738
H  -2.862  -0.029  0.908
H  -6.030  1.160  1.522
H  -5.668  0.017  0.162
H  -4.561  1.383  0.631
H  -1.775  -2.833  1.507
H  -0.975  -2.532  2.908
C  2.559  -1.170  2.874
C  2.494  -1.927  4.198
C  3.517  -1.308  5.158
O  3.583  -1.933  6.424
C  4.041  -3.271  6.373
N  1.129  -1.855  4.716
H  2.556  -0.079  2.973
H  1.702  -1.381  2.228
H  3.423  -1.482  2.278
H  2.823  -2.943  3.974
H  3.214  -0.279  5.373
H  4.502  -1.276  4.666
H  3.277  -3.919  5.943
H  4.315  -3.545  7.387
H  4.947  -3.330  5.756
H  0.943  -0.971  5.180
H  1.000  -2.557  5.441
C  4.516  1.959  -1.353
C  3.285  1.050  -1.304
C  3.643  -0.338  -0.794
O  4.603  -0.915  -1.661
C  5.137  -2.110  -1.182
N  2.240  1.693  -0.511
H  5.135  1.836  -0.460
H  4.199  2.996  -1.449
H  5.124  1.722  -2.227
H  2.946  0.917  -2.340
H  2.786  -1.014  -0.691
H  4.080  -0.212  0.214
H  4.405  -2.937  -1.169
H  5.513  -2.059  -0.149
H  5.955  -2.423  -1.829
H  1.432  1.067  -0.411
H  2.563  1.776  0.454
C  2.124  -3.345  -4.327
C  0.888  -2.515  -4.046
C  -0.354  -3.140  -4.620
O  -1.465  -2.275  -4.444
C  -2.661  -2.800  -4.949
N  0.773  -2.217  -2.593
H  2.071  -4.346  -3.895
H  3.020  -2.833  -3.974
H  2.247  -3.470  -5.408
H  1.037  -1.532  -4.522
H  -0.549  -4.140  -4.216
H  -0.184  -3.197  -5.706
H  -3.440  -2.044  -4.913
H  -2.920  -3.754  -4.480
H  -2.550  -3.033  -6.023
H  1.517  -1.563  -2.379
H  -0.090  -1.707  -2.431
C  -2.398  3.301  1.228
C  -1.010  3.830  0.882
C  -0.005  3.506  1.974
O  -0.367  4.015  3.258
C  -0.064  5.383  3.412
N  -0.596  3.230  -0.402
H  -2.760  3.815  2.125
H  -2.342  2.242  1.504
H  -3.114  3.403  0.416
H  -1.112  4.907  0.722
H  1.008  3.809  1.674
H  0.029  2.421  2.129
H  -0.722  6.028  2.817
H  0.987  5.580  3.178
H  -0.254  5.679  4.446
H  -0.277  2.271  -0.278
H  0.268  3.698  -0.679
C  -0.851  1.315  -3.248
C  -2.121  0.945  -2.504
C  -3.374  1.194  -3.345
O  -3.441  2.556  -3.674
C  -4.646  2.918  -4.320
N  -2.053  -0.432  -2.026
H  0.014  1.188  -2.590
H  -0.827  2.369  -3.520
H  -0.718  0.718  -4.156
H  -2.161  1.667  -1.682
H  -4.238  0.849  -2.757
H  -3.334  0.587  -4.264
H  -5.349  3.376  -3.619
H  -5.161  2.021  -4.696
H  -4.462  3.548  -5.188
H  -2.037  -1.058  -2.834
H  -2.872  -0.686  -1.480
O  -0.062  -0.040  0.061
H  -0.313  -0.549  0.849
H  -0.729  -0.296  -0.615

Computed properties:
Total charge: 0
Calculated total energy, eV: -49261.7894
Structure (SMILES): COC[C@H](C)N.COC[C@H](C)N.COC[C@H](C)N.COC[C@H](C)N.COC[C@H](C)N.COC[C@H](C)N.O
ΔE to the lowest compared entry with this formula, charge and spin, kJ/mol: 0.0
E_LUMO, eV: 0.6
Strongest force on any atom, eV Å⁻¹: 1.50

=====

No. 6
C5H4N4O2 | ωB97M-V/def2-TZVPD

CARTESIAN COORDINATES (ANGSTROEM)
C  1.491  -1.467  1.957
C  1.155  -1.208  0.644
C  0.020  0.019  2.112
C  -0.780  0.487  -2.634
C  -0.216  0.519  -0.374
N  0.799  -0.731  2.803
N  -1.441  1.544  -2.811
N  -1.653  1.816  -0.441
N  0.195  -0.202  0.717
O  0.022  0.060  -1.590
O  -1.411  2.442  -1.521
H  1.958  -2.284  2.423
H  1.570  -1.624  -0.256
H  -0.697  0.883  2.432
H  -1.012  -0.253  -3.459

Computed properties:
Total charge: 0
Calculated total energy, eV: -15296.3481
ΔE to the lowest compared entry with this formula, charge and spin, kJ/mol: 867.3
E_LUMO (spin up / spin down), eV: -1.0 / -0.9
Strongest force on any atom, eV Å⁻¹: 4.71

=====

No. 7
C3H4S2 | ωB97M-V/def2-TZVPD

CARTESIAN COORDINATES (ANGSTROEM)
C  -1.657  -1.016  0.110
C  -0.158  -0.889  -0.148
C  0.571  0.422  -0.132
S  -3.120  -0.187  0.567
S  0.630  -2.273  -0.499
H  -1.872  -1.955  -0.318
H  -0.157  1.105  -0.298
H  1.362  0.338  -0.863
H  0.919  0.497  0.877

Computed properties:
Total charge: 0
Calculated total energy, eV: -24843.8806
Structure (SMILES): CC(=S)C=S
ΔE to the lowest compared entry with this formula, charge and spin, kJ/mol: 169.9
E_LUMO (spin up / spin down), eV: -2.2 / -2.2
Strongest force on any atom, eV Å⁻¹: 4.33

=====

No. 8
C37H44CuN8OPSeTe | ωB97M-V/def2-TZVPD

CARTESIAN COORDINATES (ANGSTROEM)
Cu  -1.817  -1.126  -0.540
C  1.300  -3.132  3.682
N  0.844  -2.137  2.748
C  0.792  -0.727  3.144
C  -0.089  -0.131  2.028
N  -0.701  -1.262  1.364
C  -0.135  -2.322  1.792
P  -0.468  -3.958  0.978
C  -2.251  -3.792  0.712
N  -2.807  -2.873  -0.046
C  -4.130  -3.159  -0.131
C  -4.382  -4.292  0.587
N  -3.183  -4.695  1.113
C  -2.968  -5.870  1.929
C  0.046  -3.477  -0.699
N  -0.259  -2.347  -1.311
C  0.221  -2.442  -2.577
C  0.832  -3.651  -2.738
N  0.714  -4.304  -1.547
C  1.111  -5.674  -1.305
H  0.782  -3.047  4.648
H  2.371  -3.022  3.863
H  1.124  -4.129  3.281
H  0.475  -0.635  4.191
H  -0.817  0.629  2.305
H  -4.798  -2.555  -0.721
H  -5.284  -4.856  0.747
H  -3.934  -6.328  2.128
H  -2.505  -5.602  2.878
H  -2.336  -6.589  1.408
H  0.082  -1.649  -3.291
H  1.279  -4.118  -3.598
H  1.897  -5.937  -2.009
H  0.263  -6.344  -1.450
H  1.492  -5.778  -0.291
C  -2.770  2.547  0.013
C  -2.351  1.126  -0.320
O  -3.272  0.202  -0.140
N  -1.191  0.771  -0.709
Te  0.623  2.547  -1.006
C  2.090  4.177  -1.015
C  3.451  4.033  -0.705
C  4.044  2.711  -0.302
C  4.310  5.127  -0.783
C  3.869  6.379  -1.181
C  4.804  7.556  -1.238
C  2.531  6.511  -1.519
C  1.645  5.439  -1.443
C  0.214  5.694  -1.845
C  1.028  1.967  1.012
C  1.193  0.498  1.359
C  1.749  -0.351  0.227
C  1.964  0.179  2.695
C  2.127  1.326  3.638
C  2.784  1.030  4.951
C  1.681  2.537  3.299
C  1.149  2.897  1.976
C  0.834  4.359  1.824
H  -3.788  2.541  0.400
H  -2.726  3.179  -0.876
H  -2.094  2.987  0.750
H  3.797  1.945  -1.039
H  3.650  2.373  0.657
H  5.130  2.782  -0.222
H  5.358  4.988  -0.534
H  5.844  7.235  -1.171
H  4.618  8.248  -0.413
H  4.683  8.117  -2.166
H  2.159  7.477  -1.849
H  0.031  6.765  -1.949
H  -0.491  5.283  -1.122
H  -0.024  5.223  -2.802
H  1.088  -0.331  -0.632
H  1.888  -1.386  0.545
H  2.725  0.032  -0.068
H  2.911  -0.358  2.553
H  3.790  0.629  4.797
H  2.231  0.277  5.520
H  2.862  1.927  5.565
H  1.781  3.349  4.014
H  0.438  4.748  2.766
H  0.096  4.527  1.040
H  1.721  4.945  1.569
Se  -2.630  -4.927  -3.081
C  -3.978  -3.870  -3.848
C  -5.323  -4.270  -3.874
C  -6.283  -3.459  -4.446
N  -6.041  -2.269  -4.999
C  -4.764  -1.879  -4.968
C  -3.729  -2.617  -4.423
H  -5.605  -5.226  -3.449
H  -7.319  -3.791  -4.460
H  -4.549  -0.907  -5.404
H  -2.723  -2.218  -4.437

Computed properties:
Total charge: -1
Calculated total energy, eV: -179619.6032
ΔE to the lowest compared entry with this formula, charge and spin, kJ/mol: 139.3
Spin multiplicity: 2
E_LUMO, eV: 2.0
Strongest force on any atom, eV Å⁻¹: 0.79

=====

No. 9
C9H11O3 | ωB97M-V/def2-TZVPD

CARTESIAN COORDINATES (ANGSTROEM)
C  -1.957  -3.342  -2.821
C  -1.837  -1.722  -2.594
O  -1.516  -1.291  -1.502
O  -1.831  -1.104  -3.699
H  -2.127  -3.878  -1.797
H  -1.124  -3.736  -3.278
H  -2.942  -3.443  -3.278
C  1.761  3.333  1.659
C  0.117  -0.428  0.941
C  0.885  -0.240  2.190
C  0.094  0.555  0.016
C  1.347  0.985  2.154
C  0.814  1.772  -0.036
C  1.331  2.019  1.176
O  -0.480  -1.655  0.835
H  -1.221  -1.693  0.042
H  1.053  -1.073  2.945
H  -0.510  0.233  -0.987
H  2.083  1.288  2.971
H  0.835  2.315  -0.938
H  1.157  3.468  2.800
H  1.267  4.142  1.113
H  2.800  3.494  2.089

Computed properties:
Total charge: -1
Calculated total energy, eV: -15653.0708
ΔE to the lowest compared entry with this formula, charge and spin, kJ/mol: 311.6
E_LUMO, eV: 3.3
Strongest force on any atom, eV Å⁻¹: 6.07